(1)
This record from OMol25 describes one molecule with the formula C3H5N3OS. The level of theory is the ωB97M-V functional and the def2-TZVPD basis.

The geometry in XYZ format:
```
13
Properties=species:S:1:pos:R:3:forces:R:3:nbo_charge:R:1
O 1.9637 1.3984 -0.1863 -0.32 0.57 0.24 -0.5892
N 0.6299 1.8330 0.0948 -0.43 -1.59 -0.08 -0.1680
C -0.2185 0.8541 0.0601 0.83 1.39 -0.24 0.3393
C -1.7239 1.0614 0.1792 -0.50 0.50 -0.16 -0.3131
N -2.3700 -0.2332 -0.0367 1.90 -0.69 0.39 -0.4039
C -1.3873 -1.0380 -0.2242 -1.28 1.48 -0.03 0.2425
N -0.0713 -0.5135 -0.2491 -0.64 -0.33 0.35 -0.5963
S 1.1481 -1.6152 0.2244 0.21 0.32 0.02 0.2259
H 2.4966 2.2118 -0.0645 -0.66 -0.63 -0.08 0.4807
H -2.1467 1.7121 -0.5745 0.43 0.42 -0.46 0.2324
H -2.0465 1.5400 1.1014 0.18 -0.27 0.36 0.2308
H -1.5539 -2.0646 -0.3861 0.20 -1.18 -0.25 0.2011
H 1.8292 -1.6125 -0.9288 0.06 0.01 -0.04 0.1178
```
Positions in Å, forces in eV/Å.

Computed properties:
Relative energy (zero: lowest compared OMol25 entry of this formula, charge and spin) ... 308.1 kJ/mol
Structure (SMILES) ... O/N=C1/CN=CN1S
E ... -754.92171 Ha
Maximum force ... 2.06 eV Å⁻¹



(2)
This record from OMol25 describes one molecule with the formula C3H5N3OS. The level of theory is the ωB97M-V functional and the def2-TZVPD basis.

The geometry in XYZ format:
```
13
Properties=species:S:1:pos:R:3:forces:R:3:nbo_charge:R:1
N -1.2303 1.5945 -1.4642 1.28 0.39 0.42 -0.7803
C -0.4941 0.9253 -0.4968 -0.20 -1.56 -1.17 0.5206
C -0.5422 0.8524 0.8430 -0.13 -0.30 0.96 -0.4433
C 0.1469 -0.3552 1.2738 0.59 1.33 -0.62 0.0469
S 0.3089 -1.0918 2.7523 -0.17 0.14 -0.77 -0.1684
N 0.8467 -0.7315 0.1176 -0.31 -0.04 0.01 0.0035
N 1.1112 -2.0234 -0.2014 0.51 -0.17 -0.54 -0.6296
O 0.2713 -0.0681 -1.0356 -0.42 0.52 0.97 -0.3228
H -0.6565 1.6707 -2.3060 -0.44 0.05 0.07 0.3919
H -1.5027 2.5119 -1.1367 -0.17 0.03 -0.12 0.3886
H -1.0575 1.5418 1.4820 -0.18 -0.10 0.19 0.2428
H 0.6901 -2.6553 0.4530 -0.28 -0.25 0.40 0.3810
H 2.1084 -2.1712 -0.2811 -0.07 -0.04 0.20 0.3693
```
Positions in Å, forces in eV/Å.

Computed properties:
Relative energy (zero: lowest compared OMol25 entry of this formula, charge and spin) ... 285.1 kJ/mol
Structure (SMILES) ... Nc1cc(=S)n(N)o1
E ... -754.93046 Ha
Maximum force ... 1.96 eV Å⁻¹



(3)
This record from OMol25 describes one molecule with the formula C3H5N3OS. The level of theory is the ωB97M-V functional and the def2-TZVPD basis.

The geometry in XYZ format:
```
13
Properties=species:S:1:pos:R:3:forces:R:3:nbo_charge:R:1
C 1.9856 -0.2797 -0.1642 -1.84 2.08 -1.70 -0.6502
C 0.5778 0.2715 0.0945 4.32 1.20 0.92 0.3642
N 0.2517 1.5314 0.2226 0.28 0.30 -1.17 -0.3243
N -1.1332 1.5990 0.0743 0.75 -1.91 1.17 -0.4002
C -1.6730 0.3362 0.1051 2.38 -0.64 -0.42 0.1380
S -3.1500 -0.3331 -0.0393 -0.43 -0.25 0.15 -0.1866
N -0.4061 -0.5571 0.1352 -5.51 2.41 -0.08 -0.0961
O -0.4409 -1.9119 0.0269 -1.81 0.45 0.11 -0.5016
H 2.7135 0.5043 -0.4070 -0.76 0.09 -0.94 0.2445
H 1.7274 -1.0037 -0.9378 1.06 -0.02 -0.26 0.2343
H 2.5290 -0.6965 0.5904 0.49 -1.84 2.63 0.2340
H -1.5211 2.5505 0.2054 -0.16 -1.54 -0.15 0.4441
H -1.4606 -2.0109 0.0938 1.23 -0.33 -0.26 0.5000
```
Positions in Å, forces in eV/Å.

Computed properties:
Relative energy (zero: lowest compared OMol25 entry of this formula, charge and spin) ... 331.3 kJ/mol
Structure (SMILES) ... Cc1n[nH]c(=S)n1O
E ... -754.91287 Ha
Maximum force ... 6.01 eV Å⁻¹